{"formula": "C39H28BaF3N6OPS", "method": "the ωB97M-V functional and the def2-TZVPD basis", "largest_force_ev_per_a": 2.459, "charge": 0, "e_above_lowest_ev": 2.186, "orbital_gap_ev": 6.0, "elements": ["Ba", "S", "P", "F", "F", "F", "O", "N", "N", "N", "N", "N", "N", "C", "C", "C", "C", "C", "C", "C", "C", "C", "C", "C", "C", "C", "C", "C", "C", "C", "C", "C", "C", "C", "C", "C", "C", "C", "C", "C", "C", "C", "C", "C", "C", "C", "C", "C", "C", "C", "C", "C", "H", "H", "H", "H", "H", "H", "H", "H", "H", "H", "H", "H", "H", "H", "H", "H", "H", "H", "H", "H", "H", "H", "H", "H", "H", "H", "H", "H"], "xyz": [[0.01, 1.06, 1.10], [-0.81, 3.92, 1.39], [-0.19, -2.06, 0.21], [-0.13, 6.89, 2.36], [-1.54, 5.94, 3.72], [0.13, 7.08, 4.50], [-2.03, 0.28, 1.97], [0.90, 1.26, -1.36], [0.08, 1.73, -2.41], [2.74, 0.37, 0.58], [-3.89, 1.26, -1.90], [-1.72, 0.88, -1.11], [1.23, 2.81, 2.76], [-0.50, -2.00, -3.85], [-4.39, 2.56, -3.89], [3.67, 0.06, 1.48], [5.44, 0.51, -0.04], [-1.65, 2.97, -4.24], [-2.61, -4.77, 2.22], [-3.14, -3.97, 3.23], [1.26, -3.15, 0.43], [-0.04, -1.95, -2.54], [4.48, 0.83, -0.99], [2.11, 1.14, -1.67], [-2.59, -2.89, -3.06], [-2.81, -2.62, 3.31], [1.64, 4.92, 4.47], [3.15, 0.76, -0.64], [3.57, -4.64, 0.95], [-1.78, -2.47, -4.11], [2.97, -3.90, 1.97], [1.84, -3.15, 1.70], [-3.93, 3.31, -4.94], [-3.47, 2.01, -3.00], [-1.41, -2.86, 1.36], [-0.83, -2.39, -1.47], [3.01, -4.65, -0.31], [-1.75, -4.21, 1.29], [-1.36, -0.68, 2.44], [-1.95, -2.07, 2.37], [-2.10, 2.20, -3.17], [2.21, 2.79, 3.68], [2.47, 3.81, 4.55], [0.63, 4.98, 3.55], [5.03, 0.12, 1.22], [0.42, 3.90, 2.64], [-1.19, 1.58, -2.19], [1.85, -3.91, -0.57], [-2.55, 3.52, -5.13], [-0.24, 6.22, 3.51], [-2.11, -2.85, -1.75], [-3.01, 0.78, -1.01], [6.50, 0.56, -0.28], [3.30, -0.26, 2.45], [-1.33, -4.83, 0.50], [2.81, 1.88, 3.71], [-3.43, 0.27, -0.14], [5.74, -0.14, 2.00], [-0.59, 3.12, -4.35], [0.13, -1.65, -4.65], [-4.63, 3.75, -5.64], [3.45, -5.24, -1.11], [1.42, -3.94, -1.56], [3.28, 3.74, 5.27], [1.37, -2.57, 2.50], [4.46, -5.23, 1.16], [-3.59, -3.25, -3.26], [3.40, -3.89, 2.96], [0.95, -1.54, -2.35], [-4.87, 1.15, -1.71], [1.79, 5.76, 5.15], [4.77, 1.14, -1.99], [-3.82, -4.40, 3.96], [-2.86, -5.83, 2.17], [-2.15, -2.50, -5.13], [-5.45, 2.41, -3.74], [-3.22, -2.01, 4.10], [-2.20, 4.12, -5.95], [2.43, 1.31, -2.70], [-2.76, -3.18, -0.95]]}